# 1
Computed, not measured: a single C5H9NO2 molecule, with ωB97M-V with the def2-TZVPD basis set.

## Properties
**Energy relative to the best compared isomer or geometry (same formula, charge and spin)**: 132.8 kJ/mol
**HOMO-LUMO gap**: 9.6 eV
**SMILES**: CCCC(=O)C(N)=O

Each atom is followed by the atoms it is bonded to, with distances in Å.
Element x y z (Å)
1 C 0.07012 0.03311 1.29351  C2 1.509, C5 1.561, H11 1.087, H12 1.089
2 C 1.19989 0.80341 0.65481  C1 1.509, C3 1.510, H13 1.089, H14 1.254
3 C 0.82513 2.03195 -0.13868  C2 1.510, H15 1.086, H16 1.091, H17 1.089
4 C -1.17146 -0.87508 -0.77729  C5 1.551, N6 1.344, O7 1.214
5 C 0.00584 -1.08764 0.20943  C1 1.561, C4 1.551, O8 1.226
6 N -1.52023 -2.03213 -1.36624  C4 1.344, H9 1.006, H10 1.009
7 O -1.78821 0.16422 -0.88814  C4 1.214
8 O 0.45100 -2.21258 0.40523  C5 1.226
9 H -2.29965 -2.06786 -2.00129  N6 1.006
10 H -0.98585 -2.86085 -1.15391  N6 1.009
11 H -0.85176 0.60700 1.34567  C1 1.087
12 H 0.38124 -0.43778 2.22437  C1 1.089
13 H 1.98873 0.99946 1.37959  C2 1.089
14 H 1.49809 -0.09351 -0.16906  C2 1.254
15 H 0.07352 1.80185 -0.88846  C3 1.086
16 H 0.43048 2.79582 0.53305  C3 1.091
17 H 1.69313 2.43060 -0.66260  C3 1.089

These are the natural (NBO) partial charges, in e, on atoms 1 to 8: -0.5108 -0.3381 -0.6223 0.5688 0.4959 -0.7959 -0.5939 -0.5455

=====

# 2
Computed, not measured: a single C5H9NO2 molecule, with ωB97M-V with the def2-TZVPD basis set.

## Properties
**Energy relative to the best compared isomer or geometry (same formula, charge and spin)**: 316.6 kJ/mol
**HOMO-LUMO gap**: 9.6 eV
**SMILES**: C=C[C@@](C)(O)NC=O

Each atom is followed by the atoms it is bonded to, with distances in Å.
Element x y z (Å)
1 C 0.28210 -0.85558 1.55958  N3 1.426, O7 1.245, H11 1.101
2 C -0.67351 -0.38144 -1.85780  C4 1.505, H13 1.086, H14 1.087, H15 1.092
3 N -0.09070 -1.45625 0.32154  C1 1.426, C4 1.448, H10 1.009
4 C 0.14297 -0.35888 -0.59422  C2 1.505, N3 1.448, C5 1.761, O8 1.350
5 C -0.57217 0.81031 0.51078  C4 1.761, C6 1.326, H12 1.084
6 C 0.00195 1.97872 0.76071  C5 1.326, H16 1.081, H17 1.082
7 O 1.45859 -0.50750 1.77306  C1 1.245
8 O 1.44794 -0.08541 -0.80843  C4 1.350, H9 1.005
9 H 1.87293 -0.10750 0.10198  O8 1.005
10 H 0.25516 -2.37316 0.07979  N3 1.009
11 H -0.40862 -1.11607 2.37687  C1 1.101
12 H -1.64999 0.69723 0.52752  C5 1.084
13 H -1.72059 -0.56508 -1.63367  C2 1.086
14 H -0.55651 0.56340 -2.38284  C2 1.087
15 H -0.29640 -1.18540 -2.49300  C2 1.092
16 H -0.57205 2.86103 1.00592  C6 1.081
17 H 1.07889 2.08158 0.75222  C6 1.082

These are the natural (NBO) partial charges, in e, on atoms 1 to 8: 0.5398 -0.6353 -0.7545 0.4672 -0.3234 -0.3091 -0.6004 -0.7265

=====

# 3
Computed, not measured: a single C5H9NO2 molecule, with ωB97M-V with the def2-TZVPD basis set.

## Properties
**Energy relative to the best compared isomer or geometry (same formula, charge and spin)**: 287.3 kJ/mol
**HOMO-LUMO gap**: 10.0 eV
**SMILES**: O=CCCCNC=O

Each atom is followed by the atoms it is bonded to, with distances in Å.
Element x y z (Å)
1 C 0.29876 -0.85404 0.99930  N2 1.419, C5 1.481, H9 1.067, H10 1.130
2 N -0.81357 -1.54196 0.44880  C1 1.419, C3 1.427, H11 1.029
3 C -2.09006 -0.92964 0.26701  N2 1.427, O4 1.306, H12 1.090
4 O -2.61700 -1.41973 -0.82244  C3 1.306
5 C 0.49217 0.59672 0.77001  C1 1.481, C6 1.529, H13 1.101, H14 1.173
6 C 1.34149 0.95286 -0.45110  C5 1.529, C7 1.451, H15 1.105, H16 1.145
7 C 0.39591 1.09780 -1.54207  C6 1.451, O8 1.182, H17 1.144
8 O -0.52740 1.83010 -1.44908  C7 1.182
9 H 0.38388 -1.13000 2.02600  C1 1.067
10 H 1.23316 -1.20880 0.47255  C1 1.130
11 H -0.59558 -2.33353 -0.17095  N2 1.029
12 H -2.38790 -0.03732 0.81680  C3 1.090
13 H 0.90966 0.99136 1.70867  C5 1.101
14 H -0.47768 1.23985 0.61987  C5 1.173
15 H 2.18769 0.29076 -0.71070  C6 1.105
16 H 1.97888 1.90440 -0.44147  C6 1.145
17 H 0.28759 0.55117 -2.54120  C7 1.144

These are the natural (NBO) partial charges, in e, on atoms 1 to 8: -0.2341 -0.6277 0.4891 -0.6090 -0.4279 -0.5333 0.4096 -0.5306

=====

# 4
Computed, not measured: 2 unconnected molecules or ions with the total composition C5H9NO2, with ωB97M-V with the def2-TZVPD basis set.

## Properties
**Energy relative to the best compared isomer or geometry (same formula, charge and spin)**: 738.7 kJ/mol
**HOMO-LUMO gap**: 3.5 eV

Each atom is followed by the atoms it is bonded to, with distances in Å.
Element x y z (Å)
1 C -0.94153 1.82620 -2.28480  N2 1.351, O8 1.281, H9 1.047
2 N -1.35648 0.54709 -2.41274  C1 1.351, H10 1.024
3 C 1.14157 0.69806 1.01036  C4 1.597, H11 1.142, H12 1.110, H13 1.074
4 C -0.14721 -0.05290 0.44081  C3 1.597, C5 1.504, H14 1.088, H15 1.087
5 C -0.43505 -1.21653 1.34867  C4 1.504, C6 1.419, H16 1.151
6 C 0.56532 -2.21260 1.48918  C5 1.419, O7 1.236, H17 1.110
7 O 1.71531 -2.16365 1.94077  C6 1.236
8 O -0.55616 2.10989 -1.09694  C1 1.281
9 H -0.85032 2.61391 -2.96909  C1 1.047
10 H -1.34809 0.21652 -3.38188  N2 1.024
11 H 1.21267 1.73369 0.53429  C3 1.142
12 H 1.99546 0.04991 0.72238  C3 1.110
13 H 1.16119 0.71680 2.08447  C3 1.074
14 H -1.05705 0.54294 0.40182  C4 1.088
15 H 0.22563 -0.55475 -0.44876  C4 1.087
16 H -1.51084 -1.62554 1.36771  C5 1.151
17 H 0.18558 -3.22905 1.25377  C6 1.110

These are the natural (NBO) partial charges, in e, on atoms 1 to 8: 0.4155 -0.7631 -0.5958 -0.4680 0.1039 0.2736 -0.4355 -0.6855